--- w ---
An isolated molecule of C3H6O. Source: OMol25; level of theory: the ωB97M-V functional and the def2-TZVPD basis.

```
10
Properties=species:S:1:pos:R:3
C -1.1329 0.2284 0.0965
C 0.1225 -0.5924 -0.0861
C 1.3929 0.3531 -0.0543
O 1.4592 1.4787 0.3817
H -1.0004 0.8896 0.9547
H -2.0270 -0.3730 0.2624
H -1.3119 0.8601 -0.7794
H 0.2704 -1.3234 0.7333
H 0.0774 -1.2176 -1.0076
H 2.1496 -0.3035 -0.5010
```

**Total charge**: 0
**Orbital gap**: 10.8079 eV
**Spin multiplicity**: 1
**E_HOMO**: -9.8 eV

---

--- x ---
An isolated molecule of C3H6O. Source: OMol25; level of theory: the ωB97M-V functional and the def2-TZVPD basis.

```
10
Properties=species:S:1:pos:R:3
O -1.5209 0.8345 -0.2200
C -0.4044 0.0210 -0.4312
C 0.1566 -0.7782 0.6886
C 0.9491 0.3731 0.1023
H -1.8387 1.0443 -1.1038
H -0.4016 -0.4821 -1.3974
H 0.4476 -1.7987 0.4633
H -0.2442 -0.6335 1.6875
H 1.8140 0.1665 -0.5213
H 1.0427 1.2531 0.7319
```

**Total charge**: 0
**Orbital gap**: 10.4982 eV
**Spin multiplicity**: 1
**E_HOMO**: -9.5 eV

---

--- y ---
A cluster of 2 separate species, C3H6O in total. Source: OMol25; level of theory: the ωB97M-V functional and the def2-TZVPD basis.

```
10
Properties=species:S:1:pos:R:3
C -2.2727 -0.2680 -0.2210
C -3.3598 0.2218 0.0713
H -1.2962 -0.6047 -0.5049
H -4.4135 0.3197 0.2508
C 2.0909 0.2859 -0.0789
O 0.9153 -0.4167 -0.0187
H 1.7954 1.3366 -0.4449
H 2.4026 0.3953 1.0205
H 2.9388 -0.1782 -0.6392
H 1.1992 -1.0918 0.5650
```

**Total charge**: 0
**Orbital gap**: 11.0867 eV
**Spin multiplicity**: 1
**E_HOMO**: -10.2 eV

---

--- z ---
An isolated molecule of C3H6O. Source: OMol25; level of theory: the ωB97M-V functional and the def2-TZVPD basis.

```
10
Properties=species:S:1:pos:R:3
C 0.4920 0.4590 1.0779
C 0.3549 0.0954 -0.3567
C -0.7094 -0.7318 -0.8838
O -0.8007 0.6647 -1.1063
H 0.8733 1.4735 1.2146
H 1.1863 -0.2272 1.5686
H -0.4790 0.3824 1.5726
H 1.0962 0.3448 -1.1341
H -0.5717 -1.3429 -1.7736
H -1.4418 -1.1179 -0.1791
```

**Total charge**: 0
**Orbital gap**: 11.2684 eV
**Spin multiplicity**: 1
**E_HOMO**: -10.1 eV

---

We find w to be the most stable, with the next structure 0.589 eV higher.

---

--- w ---
A cluster of 2 separate species, C3H6O in total. Source: OMol25; level of theory: the ωB97M-V functional and the def2-TZVPD basis.

```
10
Properties=species:S:1:pos:R:3
C 0.0685 1.0961 1.4027
C 0.8478 0.1700 1.9236
H 0.1323 1.5043 0.4013
H -0.7133 1.5477 1.9921
H 1.5723 -0.3344 1.3081
H 0.6611 -0.1183 2.9501
C -0.5090 -0.1528 -1.8650
O -0.5333 -1.2814 -1.4692
H -1.1639 0.6258 -1.4356
H 0.1473 0.1357 -2.7150
```

**Total charge**: 0
**Orbital gap**: 11.0993 eV
**Spin multiplicity**: 1
**E_HOMO**: -10.2 eV

---

--- x ---
An isolated molecule of C3H6O. Source: OMol25; level of theory: the ωB97M-V functional and the def2-TZVPD basis.

```
10
Properties=species:S:1:pos:R:3
C -1.3648 0.4502 1.1881
C -0.2705 -0.1896 0.7388
C 0.0045 -0.1055 -0.7674
O 1.4348 -0.2754 -0.9227
H -1.3640 0.4414 2.2674
H -2.1499 0.7459 0.5017
H 0.6074 -0.1085 1.3694
H -0.3679 0.8814 -1.0592
H -0.4657 -0.9927 -1.2499
H 1.7743 0.3728 -1.5394
```

**Total charge**: 0
**Orbital gap**: 10.7301 eV
**Spin multiplicity**: 1
**E_HOMO**: -9.7 eV

---

--- y ---
An isolated molecule of C3H6O. Source: OMol25; level of theory: the ωB97M-V functional and the def2-TZVPD basis.

```
10
Properties=species:S:1:pos:R:3
C -1.3386 0.3145 0.5789
C -0.6003 -0.2275 -0.3914
C 0.8877 -0.4857 -0.2076
O 1.5692 0.5077 0.5487
H -2.3588 0.6482 0.3871
H -1.2097 0.1672 1.6455
H -0.9444 -0.3863 -1.4034
H 1.1898 -0.4198 -1.2674
H 1.3115 -1.4497 0.0703
H 1.4936 1.3313 0.0393
```

**Total charge**: 0
**Orbital gap**: 10.7010 eV
**Spin multiplicity**: 1
**E_HOMO**: -9.7 eV

---

--- z ---
An isolated molecule of C3H6O. Source: OMol25; level of theory: the ωB97M-V functional and the def2-TZVPD basis.

```
10
Properties=species:S:1:pos:R:3
O 1.7156 -0.0350 0.2378
C 0.5643 0.0441 -0.4482
C -0.7822 -0.6263 0.2034
C -0.4831 0.8506 0.1871
H 2.3734 -0.8167 0.0356
H 0.4745 -0.0404 -1.5575
H -0.8241 -0.9936 1.2360
H -1.4348 -1.1265 -0.5020
H -1.2748 1.3616 -0.5240
H -0.3289 1.3821 1.1318
```

**Total charge**: 0
**Orbital gap**: 9.6283 eV
**Spin multiplicity**: 1
**E_HOMO**: -8.8 eV

---

We find y to be the most stable, with the next structure 0.193 eV higher.

---

--- w ---
An isolated molecule of C3H6O. Source: OMol25; level of theory: the ωB97M-V functional and the def2-TZVPD basis.

```
10
Properties=species:S:1:pos:R:3
C -1.7131 0.3255 0.3496
C 0.4564 -0.4564 0.5519
O -0.3132 0.5621 0.2352
C 1.6869 -0.2524 -0.2817
H -2.2014 1.2970 0.2760
H -1.9711 -0.2833 -0.5197
H -1.9685 -0.2138 1.2649
H 1.5905 -1.0773 -1.0070
H 1.6764 0.6955 -0.8348
H 2.6242 -0.4168 0.2508
```

**Total charge**: 0
**Orbital gap**: 9.5377 eV
**Spin multiplicity**: 1
**E_HOMO**: -8.5 eV

---

--- x ---
An isolated molecule of C3H6O. Source: OMol25; level of theory: the ωB97M-V functional and the def2-TZVPD basis.

```
10
Properties=species:S:1:pos:R:3
C -0.5849 -1.3096 -0.3187
C -0.1134 0.1509 -0.1537
C 0.8738 0.6702 0.5060
O 1.3465 1.9149 0.4281
H -1.5950 -1.2212 -0.8196
H -0.1578 -1.9868 -0.9647
H -0.9176 -1.7806 0.6279
H -0.9594 0.8152 -0.6327
H 1.4917 0.1395 1.2230
H 0.6161 2.6074 0.1044
```

**Total charge**: 0
**Orbital gap**: 9.7871 eV
**Spin multiplicity**: 1
**E_HOMO**: -8.8 eV

---

--- y ---
An isolated molecule of C3H6O. Source: OMol25; level of theory: the ωB97M-V functional and the def2-TZVPD basis.

```
10
Properties=species:S:1:pos:R:3
C 1.5292 -0.0682 0.3487
C 0.2391 -0.2434 0.0247
C -0.9923 0.6362 0.0209
O -0.0825 -1.4578 -0.4863
H 1.8869 0.8639 0.9189
H 2.3666 -0.5744 0.0133
H -1.2353 0.8098 -1.0647
H -1.8770 0.1756 0.3190
H -0.8466 1.6019 0.6169
H -0.9881 -1.7436 -0.7114
```

**Total charge**: 0
**Orbital gap**: 9.4345 eV
**Spin multiplicity**: 1
**E_HOMO**: -8.6 eV

---

We find y to be the most stable, with the next structure 0.385 eV higher.

---

--- w ---
A cluster of 2 separate species, C3H6O in total. Source: OMol25; level of theory: the ωB97M-V functional and the def2-TZVPD basis.

```
10
Properties=species:S:1:pos:R:3
C 0.1031 -1.6248 -0.0930
C 0.3870 -0.5108 0.3013
C 0.7282 0.8284 0.7754
H -0.1488 -2.6120 -0.4421
H 0.0838 1.5818 0.2919
H 1.7802 1.0619 0.5397
H 0.5892 0.8953 1.8675
O -1.2640 0.4439 -0.8516
H -1.5198 0.2859 -1.7885
H -0.7389 -0.3496 -0.6006
```

**Total charge**: 0
**Orbital gap**: 10.8844 eV
**Spin multiplicity**: 1
**E_HOMO**: -9.9 eV

---

--- x ---
An isolated molecule of C3H6O. Source: OMol25; level of theory: the ωB97M-V functional and the def2-TZVPD basis.

```
10
Properties=species:S:1:pos:R:3
C 0.2452 -1.0687 1.0405
C 0.0767 0.0528 0.2986
C -0.3494 0.2156 -1.1191
O 0.5739 1.1940 0.9477
H 0.0324 -2.1730 0.8209
H 0.7563 -1.2043 1.9591
H -1.2808 0.7201 -1.3457
H 0.3589 1.0608 -1.6445
H -0.2652 -0.6294 -1.7525
H -0.1482 1.8321 0.7952
```

**Total charge**: 0
**Orbital gap**: 9.9083 eV
**Spin multiplicity**: 1
**E_HOMO**: -9.0 eV

---

We find x to be the most stable, with the next structure 1.613 eV higher.